## 1
Density functional theory data (ωB97M-V/def2-TZVPD) for a structure of composition C7H9NO.

Output
orbital gap	7.57	eV
LUMO	-0.103	eV
HOMO	-7.67	eV

Cartesian coordinates (Å):
C: -0.055 -0.903 1.318
C: 1.252 -1.178 0.584
C: -0.793 0.186 0.590
C: 1.222 -0.044 -0.788
C: 0.183 0.995 -0.213
C: -2.064 0.527 0.768
C: -0.021 1.321 -1.600
N: 0.945 -1.359 -1.111
O: 2.238 -1.692 1.052
H: 0.042 -1.840 -1.143
H: -0.646 -1.818 1.390
H: 0.214 -0.603 2.337
H: 2.200 0.318 -1.093
H: 0.708 1.746 0.379
H: -2.690 0.023 1.491
H: -2.473 1.404 0.285
H: -0.698 0.727 -2.197
H: 0.434 2.189 -2.047

Atom charges from the Löwdin analysis, given in e for atoms 1 to 6: number 1, C, carries -0.06; number 2, C, carries -0.42; number 3, C, carries -0.28; number 4, C, carries -0.23; number 5, C, carries -0.30; number 6, C, carries 0.08

=====

## 2
Density functional theory data (ωB97M-V/def2-TZVPD) for an isolated molecule of C7H9NO.

Output
orbital gap	9.36	eV
LUMO	1.036	eV
HOMO	-8.33	eV

Cartesian coordinates (Å):
C: 2.919 -0.061 -0.463
C: 1.640 -0.068 -0.048
O: 1.088 -1.318 0.385
C: -0.285 -0.924 0.113
C: -1.857 -1.143 -0.022
N: -2.048 0.186 -0.627
C: -1.064 1.128 -0.038
C: 0.659 1.008 0.208
C: -0.388 0.318 1.015
H: 3.584 -0.939 -0.259
H: 3.392 0.838 -0.879
H: -0.122 -0.596 -0.892
H: -2.190 -1.966 -0.605
H: -2.391 -1.156 0.938
H: -2.037 0.208 -1.625
H: -1.459 2.115 0.227
H: 1.093 2.031 0.463
H: -0.535 0.339 2.107

Atom charges from the Löwdin analysis, given in e for atoms 1 to 6: number 1, C, carries 0.08; number 2, C, carries -0.33; number 3, O, carries -0.03; number 4, C, carries -0.24; number 5, C, carries -0.09; number 6, N, carries -0.03

=====

Here are the energies relative to the best structure, in eV: 1 0.000; 2 1.036.

=====

## 1
Density functional theory data (ωB97M-V/def2-TZVPD) for a cluster of 2 separate species, C3H7ClN2O in total.

Output
orbital gap	10.87	eV
LUMO	0.994	eV
HOMO	-9.88	eV

Cartesian coordinates (Å):
H: -2.737 1.468 0.394
N: -1.805 1.640 0.007
C: -0.906 0.899 0.463
O: 0.328 1.125 -0.008
C: 1.499 0.466 0.411
H: -1.096 0.128 1.200
H: 2.129 0.867 -0.273
H: 1.371 -0.594 0.384
H: 1.711 0.543 1.406
H: -1.092 -2.427 -1.053
N: -0.496 -1.597 -1.120
C: -0.866 -0.764 -1.943
Cl: -2.353 -0.790 -2.908
H: -0.072 0.011 -2.141

Atom charges from the Löwdin analysis, given in e for atoms 1 to 6: number 1, H, carries 0.06; number 2, N, carries 0.11; number 3, C, carries -0.38; number 4, O, carries -0.13; number 5, C, carries -0.06; number 6, H, carries 0.13

=====

## 2
Density functional theory data (ωB97M-V/def2-TZVPD) for an isolated molecule of C3H7ClN2O.

Output
orbital gap	10.13	eV
LUMO	0.679	eV
HOMO	-9.45	eV

Cartesian coordinates (Å):
H: -0.878 -1.946 0.504
N: 0.134 -1.929 0.553
C: 0.423 -0.820 -0.059
N: 1.741 -0.784 -0.353
O: 2.108 0.490 -0.933
C: -0.731 0.154 -0.440
C: -1.160 1.102 0.741
Cl: -2.361 -0.613 -0.869
H: 2.253 -0.970 0.578
H: 2.455 0.307 -1.768
H: -0.307 0.630 -1.226
H: -1.920 0.758 1.468
H: -1.552 2.112 0.230
H: -0.206 1.509 1.572

Atom charges from the Löwdin analysis, given in e for atoms 1 to 6: number 1, H, carries -0.01; number 2, N, carries 0.11; number 3, C, carries -0.47; number 4, N, carries 0.00; number 5, O, carries -0.04; number 6, C, carries -0.59

=====

Here are the energies relative to the best structure, in eV: 1 0.000; 2 1.625.

=====

## 1
Density functional theory data (ωB97M-V/def2-TZVPD) for a cluster of 2 separate species, CH4O2S in total.

Output
orbital gap	9.97	eV
LUMO	0.351	eV
HOMO	-9.62	eV

Cartesian coordinates (Å):
O: -2.010 0.394 1.320
C: -1.191 -0.395 0.969
O: -0.860 -0.565 -0.340
H: -0.585 -1.122 1.517
H: -1.443 -0.006 -0.873
S: 1.876 0.723 -0.626
H: 1.714 1.318 -1.816
H: 2.499 -0.346 -0.152

Atom charges from the Löwdin analysis, given in e for atoms 1 to 6: number 1, O, carries 0.08; number 2, C, carries -0.40; number 3, O, carries -0.02; number 4, H, carries 0.14; number 5, H, carries 0.11; number 6, S, carries 0.49

=====

## 2
Density functional theory data (ωB97M-V/def2-TZVPD) for a structure of composition CH4O2S.

Output
orbital gap	9.52	eV
LUMO	-0.402	eV
HOMO	-9.92	eV

Cartesian coordinates (Å):
C: -0.269 0.051 -0.085
O: 0.921 -0.784 0.017
O: -0.570 0.906 0.683
S: -1.999 -2.123 0.107
H: -3.467 -2.710 -0.727
H: -0.613 -0.298 -1.064
H: 1.379 -0.707 0.954
H: -2.384 -2.581 1.449

Atom charges from the Löwdin analysis, given in e for atoms 1 to 6: number 1, C, carries -0.48; number 2, O, carries -0.08; number 3, O, carries 0.07; number 4, S, carries 0.37; number 5, H, carries 0.02; number 6, H, carries 0.09

=====

Here are the energies relative to the best structure, in eV: 1 0.000; 2 0.770.

=====

## 1
Density functional theory data (ωB97M-V/def2-TZVPD) for an isolated molecule of C3H4O.

Output
orbital gap	9.92	eV
LUMO	0.680	eV
HOMO	-9.24	eV

Cartesian coordinates (Å):
C: 1.795 -0.303 -0.117
C: 0.602 -0.225 0.190
C: -0.801 -0.214 0.054
O: -1.496 0.993 -0.100
H: 2.614 -0.126 0.542
H: -1.471 -0.890 0.573
H: -0.339 -0.946 -0.776
H: -0.904 1.711 -0.366

Atom charges from the Löwdin analysis, given in e for atoms 1 to 6: number 1, C, carries 0.07; number 2, C, carries -0.18; number 3, C, carries -0.29; number 4, O, carries -0.02; number 5, H, carries 0.02; number 6, H, carries 0.13

=====

## 2
Density functional theory data (ωB97M-V/def2-TZVPD) for an isolated molecule of C3H4O.

Output
orbital gap	9.89	eV
LUMO	0.696	eV
HOMO	-9.19	eV

Cartesian coordinates (Å):
O: -1.878 0.850 0.518
C: -0.713 0.484 0.328
C: 0.169 0.126 -0.782
C: 0.468 -0.404 0.615
H: 0.850 0.723 -1.149
H: -0.370 -0.535 -1.603
H: 0.223 -1.347 0.834
H: 1.252 0.104 1.239

Atom charges from the Löwdin analysis, given in e for atoms 1 to 6: number 1, O, carries 0.07; number 2, C, carries -0.35; number 3, C, carries -0.07; number 4, C, carries -0.04; number 5, H, carries 0.04; number 6, H, carries 0.17

=====

## 3
Density functional theory data (ωB97M-V/def2-TZVPD) for an isolated molecule of C3H4O.

Output
orbital gap	8.93	eV
LUMO	0.950	eV
HOMO	-7.98	eV

Cartesian coordinates (Å):
C: -1.096 -0.260 0.143
C: 0.406 -0.078 -0.104
C: 1.502 0.433 -0.435
O: 1.633 -0.086 0.862
H: -1.365 -0.076 1.220
H: -1.550 -1.185 -0.051
H: -1.730 0.378 -0.508
H: 2.201 0.874 -1.127

Atom charges from the Löwdin analysis, given in e for atoms 1 to 6: number 1, C, carries -0.03; number 2, C, carries -0.14; number 3, C, carries -0.09; number 4, O, carries -0.08; number 5, H, carries 0.10; number 6, H, carries 0.04

=====

## 4
Density functional theory data (ωB97M-V/def2-TZVPD) for an isolated molecule of C3H4O.

Output
orbital gap	10.96	eV
LUMO	1.102	eV
HOMO	-9.85	eV

Cartesian coordinates (Å):
C: -0.848 1.108 -0.296
C: -0.063 0.141 -0.053
C: 0.848 -0.931 0.041
O: -0.147 -0.928 1.019
H: -1.709 1.348 0.326
H: -0.807 1.759 -1.034
H: 0.941 -1.733 -0.542
H: 1.786 -0.763 0.539

Atom charges from the Löwdin analysis, given in e for atoms 1 to 6: number 1, C, carries 0.07; number 2, C, carries -0.19; number 3, C, carries -0.16; number 4, O, carries -0.02; number 5, H, carries 0.09; number 6, H, carries 0.01

=====

Here are the energies relative to the best structure, in eV: 1 1.547; 2 0.000; 3 1.639; 4 0.608.

=====

## 1
Density functional theory data (ωB97M-V/def2-TZVPD) for the ion C10H13N2 with charge +1.

Output
charge	+1
orbital gap	8.91	eV
LUMO	-3.497	eV
HOMO	-12.41	eV

Cartesian coordinates (Å):
C: -0.907 -2.827 -0.302
N: -1.103 -1.420 -0.728
C: -1.998 -1.029 -1.673
C: -1.736 0.240 -1.994
C: -0.611 0.617 -1.303
N: -0.301 -0.401 -0.538
C: 1.048 -0.299 0.524
C: 1.826 0.642 -0.204
C: 1.992 1.961 0.161
C: 1.249 2.492 1.258
C: 0.353 1.725 1.933
C: 0.489 0.188 1.863
H: -0.679 -2.980 0.733
H: -1.859 -3.201 -0.604
H: -0.165 -3.347 -0.849
H: -2.882 -1.704 -1.957
H: -2.255 0.890 -2.740
H: -0.014 1.538 -1.264
H: 1.411 -1.305 0.616
H: 2.331 0.183 -1.129
H: 2.528 2.598 -0.534
H: 1.130 3.543 1.376
H: -0.427 2.272 2.561
H: 1.173 -0.168 2.644
H: -0.591 -0.207 2.149

Atom charges from the Löwdin analysis, given in e for atoms 1 to 6: number 1, C, carries 0.06; number 2, N, carries -0.09; number 3, C, carries -0.03; number 4, C, carries -0.03; number 5, C, carries -0.03; number 6, N, carries 0.02

=====

## 2
Density functional theory data (ωB97M-V/def2-TZVPD) for the ion C10H13N2 with charge +1.

Output
charge	+1
orbital gap	8.21	eV
LUMO	-4.804	eV
HOMO	-13.02	eV

Cartesian coordinates (Å):
C: 0.064 -2.154 -1.045
N: 0.217 -1.644 0.095
C: -0.209 -1.987 1.360
C: 1.093 -0.390 0.048
C: 2.437 -0.602 -0.030
C: 3.261 0.557 -0.072
N: 2.732 1.770 0.024
C: 1.445 1.894 0.125
C: 0.507 0.872 0.142
C: -0.868 1.191 0.329
C: -1.751 1.234 -0.687
C: -3.212 1.555 -0.575
H: 0.689 -1.912 -1.895
H: -0.509 -3.136 -1.207
H: 0.623 -2.179 1.982
H: -0.867 -1.308 1.696
H: -0.746 -2.900 1.374
H: 2.787 -1.548 -0.078
H: 4.341 0.368 -0.337
H: 1.171 2.909 0.557
H: -1.202 1.574 1.268
H: -1.420 0.985 -1.684
H: -3.614 2.085 -1.372
H: -3.412 2.169 0.311
H: -3.556 0.597 -0.328

Atom charges from the Löwdin analysis, given in e for atoms 1 to 6: number 1, C, carries 0.20; number 2, N, carries -0.08; number 3, C, carries 0.02; number 4, C, carries -0.13; number 5, C, carries 0.01; number 6, C, carries -0.07

=====

## 3
Density functional theory data (ωB97M-V/def2-TZVPD) for the ion C10H13N2 with charge +1.

Output
charge	+1
orbital gap	10.60	eV
LUMO	-3.296	eV
HOMO	-13.90	eV

Cartesian coordinates (Å):
C: 3.262 -0.227 0.897
C: 2.073 0.525 0.278
C: 2.410 0.952 -1.212
C: 0.959 -0.431 0.167
N: 0.604 -1.516 -0.170
C: -0.681 -1.919 -0.510
C: -1.590 -0.754 -0.200
C: -2.978 -0.922 -0.182
C: -3.771 0.222 0.151
C: -3.067 1.368 0.518
C: -1.742 1.428 0.483
N: -1.036 0.373 0.203
H: 3.242 -0.502 1.902
H: 4.157 0.277 0.756
H: 3.382 -1.215 0.542
H: 1.921 1.454 0.850
H: 2.720 0.022 -1.622
H: 3.158 1.736 -1.048
H: 1.509 1.263 -1.728
H: -0.978 -2.818 0.078
H: -0.759 -2.165 -1.556
H: -3.296 -1.905 -0.452
H: -4.834 0.304 -0.006
H: -3.488 2.290 0.943
H: -1.176 2.162 0.918

Atom charges from the Löwdin analysis, given in e for atoms 1 to 6: number 1, C, carries -0.04; number 2, C, carries -0.31; number 3, C, carries -0.01; number 4, C, carries 0.04; number 5, N, carries 0.17; number 6, C, carries -0.10

=====

Here are the energies relative to the best structure, in eV: 1 0.810; 2 1.213; 3 0.000.

=====

## 1
Density functional theory data (ωB97M-V/def2-TZVPD) for an isolated molecule of C6H16N2.

Output
orbital gap	9.22	eV
LUMO	1.034	eV
HOMO	-8.19	eV

Cartesian coordinates (Å):
C: -2.598 0.657 0.163
C: -1.595 0.805 -1.073
C: -1.693 -0.252 -2.185
N: -0.166 0.870 -0.669
C: 0.557 -0.345 -0.117
C: 1.650 -0.175 0.970
C: 2.821 -1.124 0.555
N: 1.003 -0.203 2.269
H: -2.346 -0.041 0.873
H: -3.481 0.401 -0.272
H: -2.326 1.708 0.538
H: -1.867 1.808 -1.597
H: -2.607 -0.214 -2.839
H: -1.846 -1.272 -1.893
H: -0.737 -0.302 -2.659
H: 0.091 1.629 0.040
H: -0.311 -0.986 0.250
H: 0.980 -0.852 -0.991
H: 2.191 0.742 0.878
H: 3.410 -1.385 1.318
H: 2.537 -2.056 0.038
H: 3.303 -0.415 -0.290
H: 0.720 -1.091 2.545
H: 1.574 0.260 2.991

Atom charges from the Löwdin analysis, given in e for atoms 1 to 6: number 1, C, carries -0.04; number 2, C, carries -0.43; number 3, C, carries -0.09; number 4, N, carries -0.08; number 5, C, carries -0.19; number 6, C, carries -0.44

=====

## 2
Density functional theory data (ωB97M-V/def2-TZVPD) for an isolated molecule of C6H16N2.

Output
orbital gap	8.99	eV
LUMO	1.017	eV
HOMO	-7.97	eV

Cartesian coordinates (Å):
C: 2.654 1.342 0.154
C: 1.649 1.097 1.244
N: 0.644 0.035 1.037
C: 1.204 -1.253 1.290
C: 0.028 0.122 -0.304
C: -1.511 0.039 -0.011
N: -2.529 -0.109 -1.040
C: -2.328 -0.995 -2.180
H: 3.374 0.521 0.169
H: 2.193 1.522 -0.821
H: 3.086 2.367 0.359
H: 2.103 0.956 2.205
H: 1.063 2.003 1.429
H: 1.299 -1.985 0.467
H: 2.151 -1.287 1.922
H: 0.617 -1.916 2.033
H: 0.461 -0.617 -0.953
H: 0.240 1.112 -0.801
H: -1.616 -0.812 0.687
H: -1.716 0.972 0.566
H: -3.497 -0.214 -0.809
H: -3.130 -0.800 -2.892
H: -2.600 -2.021 -1.806
H: -1.329 -1.120 -2.558

Atom charges from the Löwdin analysis, given in e for atoms 1 to 6: number 1, C, carries -0.10; number 2, C, carries -0.28; number 3, N, carries -0.22; number 4, C, carries -0.15; number 5, C, carries -0.19; number 6, C, carries -0.21

=====

## 3
Density functional theory data (ωB97M-V/def2-TZVPD) for an isolated molecule of C6H16N2.

Output
orbital gap	9.28	eV
LUMO	1.033	eV
HOMO	-8.24	eV

Cartesian coordinates (Å):
C: -0.156 -1.844 1.350
C: 0.691 -0.552 1.342
C: 0.090 0.504 2.316
N: 0.796 -0.109 -0.072
C: 2.102 0.455 -0.362
C: -0.311 0.756 -0.504
C: -0.859 0.143 -1.823
N: -2.197 0.568 -2.172
H: 0.194 -2.408 0.484
H: -1.172 -1.674 0.982
H: 0.011 -2.290 2.325
H: 1.671 -0.860 1.701
H: -0.882 0.155 2.644
H: 0.088 1.446 1.781
H: 0.727 0.698 3.180
H: 2.731 0.484 0.533
H: 2.662 -0.100 -1.120
H: 2.132 1.503 -0.691
H: -1.134 0.657 0.198
H: 0.050 1.758 -0.727
H: -0.035 0.270 -2.526
H: -0.907 -0.942 -1.683
H: -2.388 0.664 -3.156
H: -2.916 -0.003 -1.757

Atom charges from the Löwdin analysis, given in e for atoms 1 to 6: number 1, C, carries -0.07; number 2, C, carries -0.41; number 3, C, carries -0.05; number 4, N, carries -0.20; number 5, C, carries -0.10; number 6, C, carries -0.20

=====

Here are the energies relative to the best structure, in eV: 1 1.018; 2 0.788; 3 0.000.